A structure of composition CH7AsF. Source: the Open Molecules 2025 dataset; level of theory: wB97M-V/def2-TZVPD.

Each line ends with the natural charge from an NBO analysis.
CARTESIAN COORDINATES (ANGSTROEM)
As -0.69 0.00 -0.07  0.9908
F -2.59 0.02 -0.17  -0.7413
C 1.32 0.00 0.10  -0.9742
H -0.69 0.06 -1.65  -0.2123
H -0.75 1.58 -0.01  -0.2113
H -0.85 -0.06 1.51  -0.2120
H -0.80 -1.58 -0.14  -0.2112
H 1.61 0.73 0.86  0.1921
H 1.67 -0.99 0.41  0.1901
H 1.78 0.26 -0.85  0.1893

Output
- E (eV) = -64704.330
- LUMO (eV) = 4.75
- net charge = -1
- orbital gap (eV) = 7.73